{"formula": "C7H8AlBiCl2O4", "method": "ωB97M-V/def2-TZVPD", "elements": ["Bi", "Al", "Cl", "Cl", "C", "C", "C", "O", "O", "O", "C", "C", "C", "O", "C", "H", "H", "H", "H", "H", "H", "H", "H"], "xyz": [[-1.92, -0.31, -3.83], [-0.46, -0.54, -0.75], [0.94, 0.29, -2.20], [-1.17, -2.52, -0.79], [-1.96, 0.91, -0.13], [-1.00, 1.30, -5.14], [-4.07, 0.29, -4.27], [-2.52, 1.63, 0.60], [-0.12, 1.84, -5.67], [-5.13, 0.07, -4.68], [1.32, -0.69, 3.03], [2.17, 0.38, 2.35], [1.46, 0.78, 1.07], [0.49, -0.35, 0.82], [0.48, -1.37, 1.96], [1.91, -1.43, 3.58], [0.68, -0.22, 3.79], [3.14, -0.05, 2.11], [2.39, 1.23, 2.99], [0.89, 1.71, 1.17], [2.11, 0.85, 0.19], [0.95, -2.28, 1.55], [-0.57, -1.54, 2.25]], "lowdin_charge": [1.63, -0.56, 0.40, 0.48, 0.13, -0.11, -0.11, 0.29, 0.28, 0.29, 0.03, 0.03, -0.04, -0.27, 0.00, 0.21, 0.25, 0.24, 0.20, 0.17, 0.13, 0.17, 0.17], "lumo_energy_ev": [-17.734, -20.184], "spin_multiplicity": 1, "homo_ha": [-0.9178, -0.8895], "homo_lumo_gap_ev": [7.2401, 4.0190], "largest_force_ev_per_a": 7.83, "charge": 4}

{"formula": "C29H26F9MnN7O", "method": "ωB97M-V/def2-TZVPD", "elements": ["Mn", "C", "C", "N", "C", "C", "C", "C", "N", "C", "C", "F", "C", "F", "C", "C", "F", "C", "F", "H", "H", "H", "H", "H", "H", "H", "H", "H", "H", "H", "H", "H", "H", "H", "F", "C", "C", "F", "C", "F", "C", "O", "C", "F", "C", "F", "C", "C", "N", "C", "C", "N", "C", "N", "N", "N", "C", "C", "C", "C", "C", "C", "H", "H", "H", "H", "H", "H", "H", "H", "H", "H", "H"], "xyz": [[-1.74, 0.26, 0.08], [-1.46, 2.87, -2.07], [-1.66, 3.29, -0.62], [-2.36, 2.27, 0.20], [-3.80, 2.27, -0.18], [-4.63, 1.23, 0.57], [-2.19, 2.63, 1.64], [-0.93, 2.00, 2.23], [-0.97, 0.60, 1.83], [-0.24, -0.37, 2.42], [-0.49, -1.69, 1.99], [-1.46, -1.87, 1.03], [0.14, -2.79, 2.51], [-0.18, -4.01, 2.04], [1.08, -2.66, 3.52], [1.36, -1.38, 3.94], [2.29, -1.20, 4.90], [0.74, -0.27, 3.42], [1.11, 0.95, 3.88], [-0.77, 3.56, -2.55], [-2.39, 2.89, -2.64], [-1.05, 1.86, -2.14], [-2.23, 4.22, -0.57], [-0.70, 3.49, -0.15], [-3.84, 2.04, -1.24], [-4.21, 3.27, -0.02], [-4.14, 0.25, 0.60], [-5.56, 1.08, 0.02], [-4.89, 1.53, 1.58], [-3.03, 2.23, 2.19], [-2.19, 3.72, 1.75], [-0.96, 2.14, 3.31], [-0.03, 2.51, 1.87], [1.58, -3.52, 3.94], [-2.52, -4.24, -5.11], [-2.61, -3.25, -4.21], [-2.06, -2.01, -4.47], [-1.41, -1.80, -5.62], [-2.17, -1.00, -3.53], [-1.59, 0.19, -3.80], [-2.82, -1.17, -2.30], [-2.91, -0.21, -1.42], [-3.37, -2.44, -2.08], [-3.99, -2.68, -0.92], [-3.27, -3.46, -3.01], [-3.81, -4.65, -2.75], [1.51, 1.61, -0.60], [1.16, 0.23, -1.03], [0.01, -0.37, -0.83], [0.15, -1.66, -1.30], [1.39, -1.82, -1.81], [2.03, -0.61, -1.63], [3.40, -0.33, -1.99], [4.14, 0.17, -0.87], [4.74, 1.39, -0.95], [5.25, 1.68, 0.18], [4.98, 0.66, 1.07], [5.30, 0.53, 2.42], [4.86, -0.61, 3.05], [4.12, -1.60, 2.37], [3.80, -1.48, 1.04], [4.26, -0.32, 0.40], [0.59, 2.13, -0.34], [2.03, 2.16, -1.38], [2.15, 1.59, 0.29], [-0.65, -2.38, -1.24], [1.87, -2.66, -2.28], [3.46, 0.44, -2.76], [3.84, -1.25, -2.37], [5.86, 1.29, 2.94], [5.07, -0.76, 4.11], [3.79, -2.47, 2.91], [3.21, -2.23, 0.53]], "lowdin_charge": [0.72, -0.07, -0.24, -0.23, -0.23, -0.07, -0.16, -0.21, -0.07, -0.17, -0.14, 0.04, -0.22, 0.09, 0.04, -0.24, 0.09, -0.14, 0.08, 0.09, 0.08, 0.05, 0.12, 0.10, 0.10, 0.13, 0.06, 0.09, 0.07, 0.11, 0.13, 0.12, 0.11, 0.13, 0.11, -0.15, -0.15, 0.11, -0.15, 0.09, -0.30, -0.15, -0.15, 0.10, -0.15, 0.12, 0.03, -0.29, 0.06, -0.08, -0.03, -0.01, -0.06, -0.07, 0.05, 0.08, -0.23, 0.00, -0.07, -0.08, 0.01, -0.18, 0.04, 0.10, 0.09, 0.12, 0.13, 0.14, 0.14, 0.12, 0.11, 0.10, 0.11], "lumo_energy_ev": [0.173, 0.174], "spin_multiplicity": 2, "homo_ha": [-0.2734, -0.2798], "homo_lumo_gap_ev": [7.6118, 7.7871], "largest_force_ev_per_a": 0.39, "charge": 0}

{"formula": "C3H6O3", "method": "ωB97M-V/def2-TZVPD", "elements": ["O", "C", "C", "O", "C", "O", "H", "H", "H", "H", "H", "H"], "xyz": [[-1.17, 1.20, 0.76], [-1.14, -0.14, 0.42], [0.20, -0.78, 0.52], [0.64, -0.43, -1.79], [1.18, 0.37, -1.00], [1.07, 1.58, -0.79], [-0.57, 1.67, 0.15], [-1.61, -0.37, -0.54], [-1.70, -0.70, 1.20], [0.33, -1.80, 0.19], [0.81, -0.43, 1.34], [1.93, -0.16, -0.29]], "lowdin_charge": [-0.03, -0.30, 0.20, 0.00, -0.64, 0.00, 0.08, 0.14, 0.16, 0.12, 0.12, 0.17], "lumo_energy_ev": [-2.262, -2.263], "spin_multiplicity": 1, "homo_ha": [-0.3694, -0.3693], "homo_lumo_gap_ev": [7.7886, 7.7873], "largest_force_ev_per_a": 0.35, "charge": 0}

{"formula": "C3H3NO2", "method": "ωB97M-V/def2-TZVPD", "elements": ["C", "C", "C", "N", "O", "O", "H", "H", "H"], "xyz": [[-1.15, 0.11, -0.14], [-0.37, 1.21, -0.02], [0.81, -1.28, 0.04], [-0.44, -1.17, 0.08], [1.01, 1.12, 0.16], [1.58, -0.21, -0.23], [-2.25, -0.02, -0.33], [-0.70, 2.28, 0.21], [1.52, -2.04, 0.24]], "lowdin_charge": [-0.09, -0.12, -0.22, 0.07, -0.02, 0.00, 0.12, 0.15, 0.13], "lumo_energy_ev": 0.278, "spin_multiplicity": 1, "homo_ha": -0.3236, "homo_lumo_gap_ev": 9.0847, "largest_force_ev_per_a": 3.70, "charge": 0}

{"formula": "C27H35CoN10OS", "method": "ωB97M-V/def2-TZVPD", "elements": ["Co", "C", "C", "N", "N", "C", "S", "N", "N", "H", "H", "H", "H", "H", "H", "C", "C", "C", "C", "N", "C", "C", "C", "C", "C", "C", "C", "H", "H", "H", "H", "H", "H", "H", "H", "O", "C", "C", "C", "C", "C", "C", "C", "C", "N", "H", "H", "H", "H", "H", "H", "H", "H", "H", "H", "H", "C", "C", "C", "C", "N", "C", "N", "N", "N", "H", "H", "H", "H", "H", "H", "H", "H", "H", "H"], "xyz": [[0.09, 0.30, -0.07], [-5.23, 0.62, 0.42], [-4.47, 0.05, 1.56], [-4.97, -0.23, 2.71], [-3.93, -0.72, 3.43], [-2.76, -0.74, 2.77], [-1.31, -1.26, 3.37], [-3.11, -0.23, 1.53], [-2.29, -0.03, 0.41], [-6.23, 0.84, 0.77], [-5.28, -0.09, -0.40], [-4.77, 1.54, 0.06], [-4.06, -1.05, 4.37], [-2.22, -0.90, -0.12], [-2.76, 0.66, -0.17], [-0.37, 5.05, -0.48], [-0.31, 5.18, -1.86], [-0.26, 4.04, -2.63], [-0.30, 2.78, -2.03], [-0.32, 2.66, -0.69], [-0.36, 3.77, 0.04], [-0.32, 1.52, -2.78], [-0.34, 1.49, -4.17], [-0.37, 0.29, -4.86], [-0.40, -0.90, -4.15], [-0.40, -0.87, -2.76], [-0.35, 0.33, -2.04], [-0.42, 5.91, 0.17], [-0.32, 6.16, -2.32], [-0.19, 4.12, -3.71], [-0.37, 3.65, 1.12], [-0.34, 2.41, -4.74], [-0.38, 0.29, -5.94], [-0.43, -1.85, -4.67], [-0.45, -1.82, -2.24], [2.09, -0.09, -1.09], [3.15, 0.85, -1.30], [3.00, 1.88, -0.20], [3.09, 1.20, 1.18], [1.97, 1.61, 2.08], [2.22, 2.25, 3.29], [1.17, 2.61, 4.11], [-0.12, 2.30, 3.70], [-0.29, 1.66, 2.50], [0.72, 1.31, 1.69], [1.79, -0.43, -1.94], [3.07, 1.32, -2.28], [4.12, 0.34, -1.23], [2.02, 2.34, -0.33], [3.76, 2.65, -0.32], [4.05, 1.41, 1.65], [3.01, 0.12, 1.04], [3.24, 2.46, 3.58], [1.35, 3.13, 5.05], [-0.98, 2.56, 4.31], [-1.28, 1.41, 2.15], [-0.72, -5.78, 2.57], [0.79, -5.65, 2.37], [1.42, -4.72, 3.40], [1.15, -5.22, 0.94], [0.62, -3.91, 0.58], [1.18, -2.70, 0.65], [0.30, -1.82, 0.24], [-0.79, -2.53, -0.10], [-0.62, -3.77, 0.11], [-0.93, -6.17, 3.56], [-1.16, -6.45, 1.84], [-1.21, -4.81, 2.49], [1.24, -6.65, 2.48], [1.01, -3.71, 3.32], [2.50, -4.68, 3.29], [1.20, -5.08, 4.41], [0.72, -5.93, 0.23], [2.23, -5.20, 0.82], [2.18, -2.50, 0.99]], "lowdin_charge": [0.52, 0.00, -0.34, 0.13, 0.02, -0.82, 0.61, -0.07, 0.12, 0.09, 0.09, 0.08, 0.15, 0.08, 0.10, -0.05, -0.04, 0.00, -0.22, 0.09, -0.12, -0.19, -0.03, -0.08, -0.08, -0.13, -0.14, 0.11, 0.12, 0.11, 0.10, 0.10, 0.11, 0.11, 0.07, -0.13, -0.21, -0.15, -0.11, -0.25, 0.00, -0.03, -0.05, -0.21, 0.05, 0.08, 0.13, 0.13, 0.09, 0.13, 0.12, 0.11, 0.12, 0.12, 0.12, 0.08, -0.07, -0.40, -0.07, -0.10, -0.08, -0.09, 0.00, -0.01, 0.11, 0.08, 0.08, 0.06, 0.14, 0.06, 0.08, 0.09, 0.13, 0.13, 0.15], "lumo_energy_ev": [-2.286, -2.052], "spin_multiplicity": 2, "homo_ha": [-0.3817, -0.3820], "homo_lumo_gap_ev": [8.1008, 8.3418], "largest_force_ev_per_a": 2.01, "charge": 1}

{"formula": "C48H45N2NiO5P2Si", "method": "ωB97M-V/def2-TZVPD", "elements": ["Ni", "O", "C", "O", "C", "C", "C", "C", "C", "N", "C", "O", "O", "H", "H", "H", "C", "N", "P", "C", "C", "C", "C", "C", "C", "C", "C", "C", "C", "C", "C", "P", "C", "C", "C", "C", "C", "C", "C", "C", "C", "C", "C", "C", "H", "H", "H", "H", "H", "H", "H", "H", "H", "H", "H", "H", "H", "H", "H", "H", "H", "H", "H", "H", "H", "H", "H", "C", "C", "C", "C", "Si", "O", "C", "C", "C", "C", "C", "C", "C", "C", "C", "C", "C", "C", "H", "H", "H", "H", "H", "H", "H", "H", "H", "H", "H", "H", "H", "H", "H", "H", "H", "H", "H"], "xyz": [[-0.28, 0.52, 2.21], [-0.77, -3.52, 2.95], [-0.67, -2.29, 2.88], [-0.83, -1.56, 1.86], [-0.36, -1.53, 4.17], [-0.07, -2.17, 5.37], [0.22, -1.39, 6.48], [0.17, -0.02, 6.39], [-0.11, 0.56, 5.16], [-0.36, -0.20, 4.09], [-0.12, 2.09, 4.94], [0.52, 2.76, 5.77], [-0.75, 2.46, 3.93], [-0.11, -3.25, 5.38], [0.45, -1.84, 7.43], [0.36, 0.62, 7.26], [2.13, 3.20, -0.67], [1.31, 2.24, 0.07], [1.60, 1.69, 1.71], [2.39, 3.22, 2.33], [3.77, 3.44, 2.18], [4.35, 4.64, 2.58], [3.54, 5.63, 3.08], [2.17, 5.44, 3.23], [1.60, 4.23, 2.86], [3.01, 0.53, 1.64], [3.24, -0.18, 2.83], [4.26, -1.10, 2.90], [5.06, -1.33, 1.79], [4.82, -0.65, 0.59], [3.81, 0.29, 0.53], [0.16, 1.33, -0.70], [-0.61, 2.36, -2.00], [-0.20, 2.44, -3.33], [-0.85, 3.30, -4.20], [-1.93, 4.06, -3.75], [-2.37, 3.92, -2.45], [-1.72, 3.07, -1.58], [1.05, -0.09, -1.35], [2.05, 0.00, -2.31], [2.80, -1.13, -2.60], [2.58, -2.32, -1.92], [1.61, -2.41, -0.94], [0.84, -1.28, -0.68], [2.99, 2.74, -1.16], [2.52, 3.94, 0.03], [1.50, 3.66, -1.45], [4.38, 2.65, 1.77], [5.41, 4.77, 2.45], [4.01, 6.56, 3.34], [1.56, 6.21, 3.71], [0.54, 4.05, 3.04], [2.60, 0.01, 3.68], [4.38, -1.71, 3.79], [5.85, -2.09, 1.83], [5.43, -0.86, -0.26], [3.61, 0.79, -0.41], [0.60, 1.81, -3.67], [-0.54, 3.38, -5.23], [-2.46, 4.72, -4.41], [-3.26, 4.46, -2.12], [-2.08, 2.98, -0.56], [2.28, 0.94, -2.78], [3.56, -1.07, -3.34], [3.19, -3.19, -2.17], [1.40, -3.32, -0.42], [0.09, -1.32, 0.11], [-4.17, -2.07, 0.70], [-4.00, -1.28, -0.62], [-4.98, -1.82, -1.69], [-4.17, 0.23, -0.36], [-2.27, -1.57, -1.32], [-0.92, 0.91, 0.28], [-2.06, -0.92, -3.06], [-0.82, -1.30, -3.62], [-0.40, -0.84, -4.86], [-1.28, -0.07, -5.61], [-2.49, 0.32, -5.08], [-2.87, -0.08, -3.79], [-1.82, -3.40, -1.35], [-1.46, -4.09, -0.19], [-1.16, -5.44, -0.21], [-1.23, -6.14, -1.42], [-1.55, -5.45, -2.58], [-1.85, -4.11, -2.56], [-5.17, -1.88, 1.13], [-3.44, -1.79, 1.45], [-4.07, -3.14, 0.51], [-6.02, -1.77, -1.27], [-4.77, -2.88, -1.93], [-4.97, -1.22, -2.60], [-5.22, 0.44, -0.08], [-3.93, 0.84, -1.26], [-3.51, 0.57, 0.45], [-0.18, -1.97, -3.07], [0.58, -1.12, -5.21], [-1.01, 0.22, -6.60], [-3.20, 0.89, -5.68], [-3.81, 0.27, -3.41], [-1.34, -3.53, 0.73], [-0.95, -5.95, 0.72], [-1.06, -7.22, -1.44], [-1.58, -5.96, -3.53], [-2.13, -3.60, -3.47]], "lowdin_charge": [0.27, 0.00, -0.60, -0.10, -0.16, -0.01, -0.07, -0.02, -0.16, 0.10, -0.69, -0.03, -0.08, 0.11, 0.10, 0.12, -0.10, -0.37, 1.07, -0.33, -0.09, -0.10, -0.10, -0.07, -0.08, -0.34, -0.08, -0.08, -0.09, -0.08, -0.10, 0.71, -0.24, -0.08, -0.08, -0.09, -0.08, -0.08, -0.28, -0.11, -0.09, -0.08, -0.04, -0.11, 0.07, 0.07, 0.07, 0.09, 0.09, 0.09, 0.11, 0.10, 0.10, 0.10, 0.10, 0.09, 0.08, 0.09, 0.10, 0.10, 0.11, 0.12, 0.09, 0.09, 0.11, 0.11, 0.05, -0.09, -0.64, -0.10, -0.10, 0.92, -0.37, -0.26, -0.13, -0.09, -0.11, -0.10, -0.10, -0.26, -0.10, -0.07, -0.10, -0.11, -0.11, 0.08, 0.07, 0.07, 0.09, 0.08, 0.05, 0.08, 0.06, 0.07, 0.09, 0.10, 0.09, 0.10, 0.08, 0.06, 0.10, 0.10, 0.09, 0.09], "lumo_energy_ev": [2.218, 2.182], "spin_multiplicity": 3, "homo_ha": [-0.1383, -0.1526], "homo_lumo_gap_ev": [5.9806, 6.3349], "largest_force_ev_per_a": 1.66, "charge": -1}

Which formula does entry 4 have? C3H3NO2

Which formula does entry 5 have? C27H35CoN10OS

Copy entry 1 word for word.
{"formula": "C7H8AlBiCl2O4", "method": "ωB97M-V/def2-TZVPD", "elements": ["Bi", "Al", "Cl", "Cl", "C", "C", "C", "O", "O", "O", "C", "C", "C", "O", "C", "H", "H", "H", "H", "H", "H", "H", "H"], "xyz": [[-1.92, -0.31, -3.83], [-0.46, -0.54, -0.75], [0.94, 0.29, -2.20], [-1.17, -2.52, -0.79], [-1.96, 0.91, -0.13], [-1.00, 1.30, -5.14], [-4.07, 0.29, -4.27], [-2.52, 1.63, 0.60], [-0.12, 1.84, -5.67], [-5.13, 0.07, -4.68], [1.32, -0.69, 3.03], [2.17, 0.38, 2.35], [1.46, 0.78, 1.07], [0.49, -0.35, 0.82], [0.48, -1.37, 1.96], [1.91, -1.43, 3.58], [0.68, -0.22, 3.79], [3.14, -0.05, 2.11], [2.39, 1.23, 2.99], [0.89, 1.71, 1.17], [2.11, 0.85, 0.19], [0.95, -2.28, 1.55], [-0.57, -1.54, 2.25]], "lowdin_charge": [1.63, -0.56, 0.40, 0.48, 0.13, -0.11, -0.11, 0.29, 0.28, 0.29, 0.03, 0.03, -0.04, -0.27, 0.00, 0.21, 0.25, 0.24, 0.20, 0.17, 0.13, 0.17, 0.17], "lumo_energy_ev": [-17.734, -20.184], "spin_multiplicity": 1, "homo_ha": [-0.9178, -0.8895], "homo_lumo_gap_ev": [7.2401, 4.0190], "largest_force_ev_per_a": 7.83, "charge": 4}